C8H20F9FeN10O14S3 as an isolated structure at a distorted geometry, computed with wB97M-V/def2-TZVPD.

CARTESIAN COORDINATES (ANGSTROEM)
1 C -2.130065 -0.648608 -0.026255
2 H -1.762285 0.945541 2.695796
3 C 0.049798 4.475673 0.260968
4 H 2.007521 -2.429605 -0.279170
5 O 0.681545 -0.762388 2.480606
6 H -0.894649 -2.416574 -3.145322
7 O 0.638857 -3.963221 1.944035
8 N 0.207667 -3.573841 4.164648
9 H -4.034292 1.889380 5.072278
10 H 4.841027 0.044273 -2.567916
11 N -4.269552 1.049486 4.624837
12 F -0.403814 2.431110 -5.474407
13 H -3.192582 0.910824 -0.712369
14 H -5.279377 0.863226 4.555344
15 H 3.627595 1.205986 -4.558573
16 H -1.205928 -1.928354 1.212292
17 C 2.997912 0.979777 -2.805401
18 F -0.300505 5.517352 1.056200
19 H -0.796944 -3.493579 4.055742
20 O -0.378848 2.333877 -1.024506
21 F -0.774563 0.939983 -6.987704
22 N -3.173345 0.203214 -0.042265
23 O 1.021665 -1.251208 -2.187662
24 O 2.025300 1.237460 -2.047476
25 S 1.571185 -0.327712 1.449678
26 H 2.838872 -3.049889 2.612064
27 H 0.716755 -3.638989 -0.066350
28 O -4.172898 0.191259 2.566806
29 C -1.040467 1.301688 -5.700735
30 F -2.318441 1.550864 -5.543918
31 F 1.256461 4.064595 0.615320
32 N 3.294077 1.782867 -3.806109
33 F 3.173103 0.437168 3.382525
34 N 2.342090 -3.481393 3.389865
35 O -1.178281 -0.658128 -0.870957
36 C 0.559242 -2.333936 -1.733741
37 N -2.047616 -1.484458 1.023577
38 H 3.521866 -0.594328 -1.576058
39 N 1.202548 -2.932202 -0.671541
40 O -2.354911 3.365434 -0.017311
41 F 1.530462 1.861158 2.902231
42 O -1.379679 -1.162560 -4.787876
43 C -3.632767 0.801446 3.479091
44 H 2.694876 -3.284965 4.307703
45 O 2.696892 -1.207626 0.949295
46 H -3.833535 0.161366 0.684089
47 H -1.943739 1.560371 4.399090
48 F 3.354131 1.684095 1.692119
49 S -1.008684 2.988711 0.160472
50 H -2.667411 -1.419969 1.798312
51 H 0.538265 -2.888620 4.804710
52 O 0.880760 -0.361278 -4.947904
53 O 0.783357 0.284269 0.385186
54 H -0.575945 -3.853400 -2.337326
55 N -0.473447 -2.863821 -2.339948
56 C 2.461346 0.983190 2.419706
57 S -0.468326 -0.071755 -4.628517
58 Fe 0.271612 0.486047 -1.509603
59 O -0.793238 0.514538 -3.316800
60 N 3.832372 -0.010011 -2.373581
61 C 1.078497 -3.740775 3.068418
62 O -0.648161 2.301383 1.397938
63 F 0.172154 4.926805 -1.042503
64 H 2.572754 2.474046 -4.049345
65 N -2.308271 1.084732 3.568210

Atoms 1-6, force components in eV/Å:
0.28 0.70 1.01
-0.14 0.68 1.22
0.72 1.23 -1.68
-0.75 -0.29 -0.08
0.04 -1.16 0.43
0.21 0.45 -0.01

The value obtained for the relative energy (zero: lowest compared OMol25 entry of this formula, charge and spin) is 24.2 kJ/mol. The calculation puts the lowest unoccupied orbital energy (alpha / beta) at 0.27 / -1.76 eV. The spin multiplicity is 6. The electronic energy comes out at -143544.4717 eV. The charge is 0.

---

A 5-piece molecular cluster, C8H20IN4O4 overall at a distorted geometry, computed with wB97M-V/def2-TZVPD.

CARTESIAN COORDINATES (ANGSTROEM)
1 N -24.490900 6.143593 14.447416
2 N -25.742427 3.173180 15.344292
3 O -21.418340 10.611302 17.581827
4 O -23.510229 6.569273 12.481369
5 C -25.572924 1.842517 15.168499
6 H -22.376767 7.612358 17.782919
7 H -24.031730 9.106440 18.772832
8 H -19.868883 4.725784 22.573880
9 H -20.916367 3.719240 23.682204
10 C -22.183331 9.647053 17.702798
11 I -24.232871 5.520573 18.095222
12 H -27.271506 0.659600 14.434872
13 C -23.431676 8.295704 14.178670
14 H -23.974552 9.033785 13.587849
15 N -21.596914 4.583631 20.706037
16 H -20.785684 8.227902 17.496912
17 H -22.363684 8.464851 14.060366
18 O -23.085554 4.069253 22.306554
19 C -26.403290 1.215741 14.084215
20 H -26.500189 3.654102 14.899004
21 H -25.164705 3.635196 16.040591
22 H -26.745360 1.901267 13.295246
23 H -23.711812 8.373550 15.226302
24 H -22.286961 4.722757 19.972174
25 C -21.959911 4.420554 21.986386
26 H -24.813952 5.244437 14.141594
27 H -25.883792 0.533167 13.402786
28 O -24.824601 1.180024 15.866982
29 H -24.217988 9.826680 17.153501
30 H -20.648562 4.804333 20.463991
31 H -24.583583 6.338136 15.440370
32 H -21.083224 5.375954 23.729414
33 C -23.790303 6.942282 13.619562
34 H -23.694071 10.798612 18.625642
35 C -20.850295 4.582391 23.015374
36 C -23.649650 9.858716 18.081352
37 N -21.778523 8.386409 17.509231

Atoms 1-6, force components in eV/Å:
-0.41 0.31 0.75
0.31 0.00 -0.10
-0.56 -0.72 0.03
0.02 0.62 0.29
0.18 -0.51 0.45
-0.03 -0.07 -0.10

The value obtained for the relative energy (zero: lowest compared OMol25 entry of this formula, charge and spin) is 65.3 kJ/mol. The calculation puts the lowest unoccupied orbital energy at 2.81 eV. The electronic energy comes out at -30877.3791 eV. The charge is -1.

---

C8H20O2P as an isolated structure at a distorted geometry, computed with wB97M-V/def2-TZVPD.

CARTESIAN COORDINATES (ANGSTROEM)
1 H 1.077063 -1.583629 1.937349
2 C 0.059788 -1.653245 1.633278
3 H 1.502026 2.643611 1.015540
4 H -0.527284 -1.241945 2.443267
5 H -0.432434 -2.628661 1.309374
6 C -2.273423 0.483500 0.723867
7 H 3.447427 -0.770296 -1.146902
8 H -1.566043 -1.934030 -2.298196
9 H -2.479147 1.033975 1.550699
10 O -0.327710 -1.034682 -1.035096
11 C 1.398556 1.323221 -1.709496
12 C -0.094414 -0.389131 0.129381
13 H -2.670473 2.100625 -0.400031
14 H -2.728287 0.706864 -1.454437
15 C 3.016838 -0.577445 -0.220895
16 O -0.919220 0.606432 0.488561
17 H -0.872805 -3.096145 -1.217200
18 H 2.877166 -1.257900 0.517497
19 P 1.522681 0.492567 -0.144798
20 C 1.705196 1.595362 1.238315
21 H -2.127870 -2.160800 -0.438713
22 H 2.226797 1.848093 -1.951333
23 C -1.305860 -2.069078 -1.243299
24 H 1.036903 1.370357 2.074835
25 H 0.496213 2.145935 -1.591736
26 H -2.479099 -0.533969 0.999041
27 H -4.114073 1.084439 -0.290033
28 H 3.794859 0.097081 0.201033
29 H 1.058093 0.515384 -2.276745
30 C -3.021776 1.091843 -0.474136
31 H 2.720326 1.791674 1.631022

Atoms 1-6, force components in eV/Å:
0.83 -0.79 -0.01
-1.88 1.48 -3.02
-0.72 -0.10 -0.68
-0.28 0.32 -0.02
1.40 1.19 0.38
-1.03 -1.82 -2.61

The calculation puts the lowest unoccupied orbital energy at -2.40 eV. The electronic energy comes out at -21994.7348 eV. The charge is +1.

---

A 5-piece molecular cluster, C8H20O4 overall at a distorted geometry, computed with wB97M-V/def2-TZVPD.

CARTESIAN COORDINATES (ANGSTROEM)
1 C -2.625581 -1.418258 -1.251622
2 H -2.055108 1.101052 2.194998
3 H -2.393533 -0.077415 1.322825
4 H 2.377063 0.413277 2.402263
5 H -0.672340 -2.452460 2.306173
6 O 0.962245 1.818802 -2.392605
7 C -1.681017 -1.568698 -0.087070
8 H 0.732342 2.035822 -3.305022
9 C 1.886120 -0.763051 0.684392
10 O 1.010571 2.550556 0.954281
11 H 2.353460 -0.367564 -1.326097
12 H -2.398635 -2.212222 -1.973762
13 H 0.995182 3.347228 0.411108
14 C 2.398203 -1.225450 -0.647321
15 H 1.949529 -2.115646 -1.061380
16 H 0.198027 2.302402 -1.948404
17 H 3.663362 0.240414 1.138009
18 H 0.999464 -2.090410 2.950859
19 H -1.454642 2.755682 -0.510666
20 H -0.276200 -0.166971 -0.675367
21 O -2.809615 0.569582 1.913777
22 H -1.721166 2.533606 -2.095875
23 H -2.076522 -2.206456 0.760333
24 C -0.483994 -0.975131 0.056568
25 H -2.495814 -0.531006 -1.904546
26 C 0.299812 -2.011601 2.136860
27 H 3.488005 -1.455986 -0.722145
28 O -1.169555 2.942186 -1.417688
29 H -3.565914 -1.561290 -0.750619
30 H 1.350323 1.854692 0.376679
31 C 0.562463 -1.299140 1.039447
32 C 2.653461 0.033450 1.421604

Atoms 1-6, force components in eV/Å:
1.12 -0.07 0.07
-0.09 0.01 0.12
-0.08 0.12 0.10
-0.28 -0.05 -0.23
-0.09 0.11 0.02
-1.08 0.68 0.07

The value obtained for the relative energy (zero: lowest compared OMol25 entry of this formula, charge and spin) is 124.9 kJ/mol. The calculation puts the lowest unoccupied orbital energy at 0.24 eV. The electronic energy comes out at -16808.2262 eV. The charge is 0.

---

charge of number 2 (C8H20IN4O4)?
-1

---

Which of these has the highest electronic energy?
C8H20O4